*1*
The following is a quantum chemistry calculation of C6H10O2 in the gas phase, from OMol25.

```
! wB97M-V def2-TZVPD RIJCOSX def2/J DEFGRID3
* xyz 0 1
C 1.29304 2.41288 0.74119
C 1.24553 1.48693 -0.44587
C -0.00667 0.69503 -0.48022
O -0.34736 0.24095 0.94141
C -0.37788 -1.16173 0.60516
C -1.04866 -2.39965 0.38051
C -0.92279 -1.36380 -0.59042
O -0.08110 -0.51838 -1.25323
H 0.48576 1.93058 1.56186
H 2.20000 2.98677 1.50637
H 0.81799 3.33699 0.62854
H 1.15672 2.21777 -1.50748
H 2.22618 0.67294 -0.68249
H -0.97466 1.24549 -0.67795
H 0.72154 -1.24325 0.16256
H -2.11248 -2.78547 0.61667
H -0.26951 -3.13906 0.42790
H -1.91928 -1.02123 -0.80345
*
```

Highest occupied orbital energy: -9.06 eV

*2*
The following is a quantum chemistry calculation of a molecular structure, C6H10O2, from OMol25.

```
! wB97M-V def2-TZVPD RIJCOSX def2/J DEFGRID3
* xyz 0 1
C 1.15497 1.16957 0.06122
C -0.38266 1.56811 -0.36508
C -1.42946 0.54144 0.19751
C -1.71694 -0.85926 -0.52456
C -0.24866 -0.95699 -0.18534
C 1.20969 -1.37285 -0.01440
H 1.24445 1.33897 1.12620
H 1.73661 1.88466 -0.52514
H -0.52999 1.79228 -1.40782
H -0.51819 2.47187 0.19491
H -2.28875 1.01875 0.72143
H -2.17803 -0.92960 -1.48278
H -2.26733 -1.44095 0.19151
H 0.08270 -0.27851 -1.00123
H 1.60533 -2.05153 -0.75370
H 1.43027 -1.69984 0.99316
O 1.82954 -0.08252 -0.19233
O -0.55940 -0.24825 1.05824
*
```

Highest occupied orbital energy: -9.48 eV

Energy ordering: *2* at the bottom, the next structure 4.711 eV above.

*1*
The following is a quantum chemistry calculation of 2 unconnected molecules or ions with the total composition C4H7NO2, from OMol25.

```
! wB97M-V def2-TZVPD RIJCOSX def2/J DEFGRID3
* xyz 0 3
C -3.15220 -0.79174 -0.33641
C -1.91291 -0.53618 -0.19424
C 2.38690 -0.06793 -0.05023
C -1.72402 0.93162 0.06680
N 2.95333 -0.80910 -0.90461
O -4.22777 -0.94047 -0.72706
O 2.96751 0.35833 1.13903
H -1.16070 -1.31537 -0.07482
H 1.37011 0.20725 0.13060
H -1.14387 1.17230 1.02851
H -2.71553 1.43975 0.13600
H -1.28588 1.52256 -0.76147
H 3.83151 -1.14931 -0.62694
H 3.81354 -0.02172 1.17484
*
```

Highest occupied orbital energy (alpha / beta): -5.15 / -10.75 eV

*2*
The following is a quantum chemistry calculation of C4H7NO2 in the gas phase, from OMol25.

```
! wB97M-V def2-TZVPD RIJCOSX def2/J DEFGRID3
* xyz 0 3
C -0.18398 -1.68217 -0.32168
C -1.51382 0.08351 0.53607
C 1.37237 0.03424 0.11902
C -1.61412 0.80525 -0.56837
N 0.92198 -1.14456 -0.51938
O -1.21417 -1.25788 0.38867
O 2.74654 -0.06118 0.38172
H -0.46422 -2.64767 -0.77203
H -1.59626 0.39815 1.62646
H 1.10279 0.03753 1.17908
H -1.97563 1.88163 -0.57236
H -1.44519 0.23499 -1.50328
H 1.09304 0.90196 -0.56621
H 3.21625 -0.74877 -0.14618
*
```

Highest occupied orbital energy (alpha / beta): -5.64 / -10.06 eV

Energy ordering: *1* at the bottom, the next structure 0.847 eV above.

*1*
The following is a quantum chemistry calculation of a gas-phase ion, C7H9N2O (charge +1), from OMol25.

```
! wB97M-V def2-TZVPD RIJCOSX def2/J DEFGRID3
* xyz 1 1
H -1.33878 0.73957 -2.47791
N -1.06950 1.10190 -1.55647
C -1.09391 0.98594 -0.35600
C -1.74424 0.21621 0.91114
C -1.59976 -1.13002 0.77531
N -1.21661 -2.22673 0.53046
C -0.69576 1.35150 0.97135
C 0.75062 1.32210 1.28555
C 1.50067 0.48645 0.55926
O 0.90461 -0.38135 -0.32378
C 1.66663 -0.98645 -1.28425
H -2.76659 0.54573 1.31788
H -1.13184 -3.16067 0.26963
H -1.12250 2.31433 1.25660
H 0.96182 1.88170 2.29676
H 2.54664 0.45353 0.50040
H 1.14050 -0.78891 -2.21789
H 2.71703 -0.65629 -1.44339
H 1.59098 -2.06854 -1.01464
*
```

Highest occupied orbital energy: -12.77 eV

*2*
The following is a quantum chemistry calculation of 2 unconnected molecules or ions with the total composition C7H9N2O, from OMol25.

```
! wB97M-V def2-TZVPD RIJCOSX def2/J DEFGRID3
* xyz 1 1
C 2.10656 0.52073 0.65955
C 1.09504 1.24419 1.18674
C 1.73532 -0.72745 0.12772
C -0.55724 -0.25605 0.51832
C -2.83824 0.58629 -0.76353
C -3.31952 -0.61881 -1.00870
C 0.04241 -2.07114 -0.89310
N -0.15243 0.73070 1.28762
N 0.44383 -1.03128 0.02329
O -2.36736 1.61217 -0.68146
H 3.05140 0.84051 0.50450
H 1.14572 2.32107 1.46118
H 2.38809 -1.50547 -0.10102
H -0.86291 1.24363 1.90732
H -3.32776 -1.32924 -0.12419
H -3.60214 -0.93446 -1.96725
H -1.02657 -1.76219 -1.19092
H 0.64627 -2.18187 -1.73984
H 0.05968 -3.03906 -0.29445
*
```

Highest occupied orbital energy: -11.94 eV

*3*
The following is a quantum chemistry calculation of a gas-phase ion, C7H9N2O (charge +1), from OMol25.

```
! wB97M-V def2-TZVPD RIJCOSX def2/J DEFGRID3
* xyz 1 1
N 2.27587 -1.36359 1.45026
C 1.48238 -0.57909 0.62526
C 0.16351 -0.93565 0.33955
C -0.60831 -0.10332 -0.44527
C -2.04760 -0.40525 -0.74922
C -2.87465 0.44838 0.20490
O -3.29749 1.50747 -0.11788
C -0.07390 1.09939 -0.93812
C 1.22457 1.41563 -0.64308
N 1.96523 0.56611 0.11249
H 3.11577 -0.88231 1.74877
H 2.49759 -2.26293 1.03987
H -0.23986 -1.84890 0.73774
H -2.24307 -1.46356 -0.60456
H -2.25812 -0.11918 -1.77244
H -3.00253 0.04104 1.21785
H -0.69260 1.75987 -1.51912
H 1.68381 2.32320 -0.99371
H 2.92940 0.80269 0.30669
*
```

Highest occupied orbital energy: -13.43 eV

Energy ordering: *3* at the bottom, the next structure 4.059 eV above.

*1*
The following is a quantum chemistry calculation of 2 unconnected molecules or ions with the total composition C17H24N4O3, from OMol25.

```
! wB97M-V def2-TZVPD RIJCOSX def2/J DEFGRID3
* xyz 0 1
C 2.64846 -0.83647 -5.13769
N 2.88296 0.26145 -4.20104
C 2.25730 0.56002 -3.05397
O 2.70387 1.47819 -2.37617
C 1.02180 -0.20147 -2.52152
C 1.45866 -1.26828 -1.50822
C 0.35430 -1.79375 -0.64396
C -0.13797 -3.05374 -0.64465
N -1.14034 -3.15804 0.30169
C -1.34007 -1.96545 0.96448
C -2.21531 -1.57259 1.98776
C -2.16292 -0.24909 2.45848
C -1.24163 0.65789 1.90442
C -0.36826 0.25177 0.87686
C -0.39568 -1.07023 0.38034
N 0.11807 -0.81976 -3.50385
C -0.54452 -0.13703 -4.43694
C -1.54689 -0.91457 -5.25736
O -0.37118 1.05314 -4.65396
H 1.84756 -0.56407 -5.82779
H 2.38171 -1.74850 -4.60239
H 3.55615 -1.02297 -5.71396
H 3.63424 0.89798 -4.41953
H 0.44579 0.54966 -1.97908
H 1.93346 -2.09672 -2.03610
H 2.20679 -0.83150 -0.84403
H 0.21240 -3.85585 -1.28231
H -1.64793 -4.01086 0.48705
H -2.91931 -2.27610 2.40464
H -2.82932 0.07449 3.24593
H -1.20079 1.67589 2.27226
H 0.33518 0.96004 0.46215
H -0.11481 -1.78900 -3.37140
H -2.32144 -1.30744 -4.60123
H -1.04197 -1.72796 -5.77357
H -1.99801 -0.24248 -5.98666
C 0.67026 1.72282 5.27664
C -0.73497 2.31492 5.36085
N -0.76941 3.48026 4.44618
C -1.08252 2.62436 6.83766
O -1.25599 3.76957 7.24633
H 0.74076 0.81427 5.88272
H 1.41332 2.44270 5.63498
H 0.90980 1.46365 4.24000
H -1.45543 1.57054 5.00587
H -0.02916 4.14458 4.67955
H -1.67748 3.94683 4.48607
H -1.18956 1.79888 7.53448
*
```

Highest occupied orbital energy: -8.18 eV

*2*
The following is a quantum chemistry calculation of C17H24N4O3 in the gas phase, from OMol25.

```
! wB97M-V def2-TZVPD RIJCOSX def2/J DEFGRID3
* xyz 0 1
O 4.04766 0.34242 -1.38847
C 3.33488 0.34205 -2.37121
C 2.82496 1.63595 -2.99984
C 1.76993 2.26262 -2.08726
C 0.54963 1.42582 -2.00642
N 0.32827 0.28164 -2.56219
N -0.91317 -0.10984 -2.19273
C -1.39324 0.81632 -1.43182
C -2.74448 0.87144 -0.82947
C -2.76390 1.46191 0.58451
C -2.30013 0.49360 1.67754
C -2.56581 1.10587 3.05612
C -2.13318 0.16173 4.17356
C -0.65357 -0.18096 4.03858
C -0.38356 -0.80245 2.67274
C -0.81726 0.14206 1.55489
O -0.51273 1.83433 -1.27465
N 2.95624 -0.77690 -3.02321
C 3.20357 -2.09492 -2.47174
C 1.97624 -2.61213 -1.80063
C 1.37489 -2.12129 -0.61223
C 0.26372 -2.89500 -0.48160
O 0.20236 -3.77023 -1.48769
N 1.26189 -3.58594 -2.30064
H 3.66689 2.32432 -3.08311
H 2.40747 1.44974 -3.98799
H 2.18302 2.37603 -1.08011
H 1.48921 3.25737 -2.44481
H -3.15699 -0.13781 -0.84427
H -3.36439 1.49620 -1.48049
H -3.79006 1.76260 0.80735
H -2.14385 2.36074 0.60652
H -2.88369 -0.43061 1.59073
H -3.62918 1.33434 3.15841
H -2.01335 2.04463 3.14288
H -2.32292 0.62677 5.14305
H -2.72369 -0.75603 4.12178
H -0.35607 -0.87346 4.82835
H -0.05844 0.72840 4.14848
H 0.67839 -1.03422 2.57002
H -0.93832 -1.74026 2.58957
H -0.22448 1.05940 1.60608
H -0.62670 -0.33408 0.59132
H 2.17305 -0.71099 -3.65740
H 4.01686 -1.98992 -1.74829
H 3.49455 -2.77737 -3.27335
H 1.73296 -1.33320 0.01498
H -0.52348 -2.93065 0.24420
*
```

Highest occupied orbital energy: -9.55 eV

Energy ordering: *1* at the bottom, the next structure 1.091 eV above.

*1*
The following is a quantum chemistry calculation of C3H4N4O in the gas phase, from OMol25.

```
! wB97M-V def2-TZVPD RIJCOSX def2/J DEFGRID3
* xyz 0 1
C 0.67555 -0.18347 2.67570
C 0.47154 -1.24385 1.72724
O 0.06960 -1.36674 0.41434
N -0.22727 -0.20441 -0.23682
C -1.36301 0.18307 -0.95175
N -0.96450 1.27976 -1.68614
N 0.42647 1.32846 -1.67209
N 0.88796 0.49199 -0.87414
H 0.90716 -0.38723 3.76722
H 0.70216 0.77225 2.26172
H 0.68930 -2.29173 2.26952
H -2.41858 0.03554 -1.03594
*
```

Highest occupied orbital energy: -9.65 eV

*2*
The following is a quantum chemistry calculation of a molecular structure, C3H4N4O, from OMol25.

```
! wB97M-V def2-TZVPD RIJCOSX def2/J DEFGRID3
* xyz 0 1
C -1.93633 0.03031 -0.25781
C 1.08427 -1.12250 -0.31080
C 1.03488 1.06154 0.08298
H -2.93073 0.38680 0.45152
H -1.12157 -0.15756 1.83673
H 0.93791 -2.15963 -0.44783
H 0.68725 2.19289 0.14740
N -0.88241 -0.49367 0.62209
N 0.39639 -0.07568 0.30689
N 2.18345 -0.55710 -0.70523
N 2.19455 0.69059 -0.33576
O -1.64766 0.20399 -1.39019
*
```

Highest occupied orbital energy: -9.22 eV

Energy ordering: *2* at the bottom, the next structure 1.630 eV above.

*1*
The following is a quantum chemistry calculation of C3H4N4O in the gas phase, from OMol25.

```
! wB97M-V def2-TZVPD RIJCOSX def2/J DEFGRID3
* xyz 0 1
C 0.96447 0.98167 -0.27297
C 0.43280 -0.17042 -1.03842
N -0.43265 -0.70717 -0.09921
N -0.88779 -1.95915 0.53777
N -1.52340 -1.48296 1.53788
N -1.36923 -0.18744 1.93345
C -0.73517 0.25578 0.85916
O -0.22374 1.33479 0.59008
H 1.04022 1.96661 -0.68576
H 1.90396 0.65353 0.30046
H 1.13215 -0.97482 -1.70730
H -0.30162 0.28957 -1.95514
*
```

Highest occupied orbital energy: -9.93 eV

*2*
The following is a quantum chemistry calculation of C3H4N4O in the gas phase, from OMol25.

```
! wB97M-V def2-TZVPD RIJCOSX def2/J DEFGRID3
* xyz 0 1
C -0.58284 -0.68765 1.55190
N 0.30114 -1.42478 0.81431
C 0.90647 -1.00106 -0.26059
N 1.00739 0.06293 -0.96376
N 0.57288 1.33523 -0.77822
C -0.69161 1.39460 -0.46161
O -1.32331 0.28967 -0.34641
N -1.67107 -0.06665 1.00519
H -0.70738 -0.71088 2.59425
H 1.94292 -1.58543 -0.70843
H 1.59951 0.04469 -1.98727
H -1.35409 2.34933 -0.45936
*
```

Highest occupied orbital energy: -8.98 eV

*3*
The following is a quantum chemistry calculation of a molecular structure, C3H4N4O, from OMol25.

```
! wB97M-V def2-TZVPD RIJCOSX def2/J DEFGRID3
* xyz 0 1
C -0.98723 -0.27854 0.19407
C 0.48922 1.55255 0.00227
C 1.57843 -0.41627 0.06575
H -1.64546 -1.97865 -0.20738
H -1.63415 1.56754 -0.54127
H 0.50297 2.56506 -0.19813
H 0.11007 -2.02773 0.35644
N -2.10246 -0.91479 -0.25013
N -0.68174 1.07881 0.25600
N 1.63717 0.90387 0.02105
N 0.23526 -0.95376 0.45975
O 2.49790 -1.09809 -0.15843
*
```

Highest occupied orbital energy: -9.83 eV

*4*
The following is a quantum chemistry calculation of C3H4N4O in the gas phase, from OMol25.

```
! wB97M-V def2-TZVPD RIJCOSX def2/J DEFGRID3
* xyz 0 1
H -1.71561 1.41462 -2.17929
N -1.10240 1.77832 -1.41692
C -0.38019 0.65138 -1.05010
N -0.80314 -0.60834 -0.58812
C -0.32913 -0.97148 0.75601
C 0.78950 -0.16715 0.83470
N 1.80682 -0.20582 1.79033
O 2.17932 -1.35646 2.21426
N 0.84088 0.67232 -0.42162
H -1.86935 -0.74253 -0.51315
H -0.92074 -1.96697 1.05157
H 1.50404 1.50211 -0.47768
*
```

Highest occupied orbital energy: -8.74 eV

Energy ordering: *3* at the bottom, the next structure 2.117 eV above.